[1]
A molecular structure, C38H57As2CsN6S3Si2. Source: the OMol25 dataset; level of theory: ωB97M-V/def2-TZVPD.

* energy relative to the best compared isomer or geometry (same formula, charge and spin): 0.000 eV
* strongest force on any atom: 0.29 eV/Å
* E: -219761.2169 eV

The geometry in ORCA input format:
```
! wB97M-V def2-TZVPD RIJCOSX def2/J DEFGRID3
* xyz -2 1
Cs -0.574 -1.620 -0.175
As 2.947 -0.884 1.981
As -3.556 1.073 0.061
S 1.213 3.930 -4.510
S 2.956 -2.634 -0.610
S -1.631 -1.404 -3.753
Si -4.307 1.672 2.145
Si -2.456 3.015 -0.526
N -1.851 -4.388 0.519
N -3.799 0.097 -3.258
N 1.575 1.800 -2.994
N -3.651 -1.803 -2.031
N 0.062 1.516 -4.689
N -2.952 -2.776 -1.328
C 4.485 1.032 6.078
C -0.024 0.352 2.870
C -3.147 -6.713 1.374
C 6.306 -4.075 1.135
C -5.101 -4.020 -1.405
C 4.264 -2.907 0.497
C 4.126 2.686 -0.935
C 3.633 -0.049 3.639
C -1.846 -6.418 1.821
C 4.831 1.489 -0.997
C -3.083 -1.034 -2.954
C 0.920 2.323 -4.046
C -0.134 1.842 -7.131
C -1.279 -5.240 1.355
C 3.094 -0.491 4.845
C 5.252 -3.883 0.261
C -0.730 3.200 0.224
C 5.026 1.489 4.883
C 6.425 -3.302 2.288
C 3.518 0.038 6.057
C 3.086 2.821 -0.027
C -3.771 -5.866 0.500
C 4.603 0.950 3.675
C -4.838 0.101 3.054
C -3.050 2.532 3.268
C -3.696 -3.802 -0.908
C 2.764 1.766 0.820
C 4.510 0.439 -0.148
C 4.401 -2.134 1.671
C -0.804 1.951 -5.769
C -3.109 -4.691 0.034
C 3.475 0.571 0.774
C 5.464 -2.334 2.546
C -5.833 2.797 2.146
C -2.187 3.009 -2.393
C 1.656 0.389 -2.639
C -3.359 4.633 -0.124
C 2.547 -0.409 -3.581
H 0.653 -0.043 -2.622
H 4.371 3.501 -1.607
H -1.536 3.826 -2.719
H -0.184 0.618 -4.282
H -1.309 -7.059 2.506
H -4.203 0.571 -2.448
H -3.287 0.723 -3.859
H 2.248 2.422 -2.577
H -1.685 1.307 -5.733
H 1.943 1.881 1.519
H -5.608 3.746 1.652
H -5.336 -5.080 -1.488
H 4.813 1.454 7.021
H -5.258 0.337 4.037
H 2.158 -0.383 -4.601
H 5.031 1.312 2.747
H -3.143 3.092 -2.918
H -2.168 1.903 3.410
H 3.557 0.007 -3.583
H -6.646 2.324 1.592
H 0.152 0.809 -7.337
H 5.630 1.369 -1.720
H -0.088 2.369 -0.081
H 5.162 -4.486 -0.634
H -0.393 -0.624 3.143
H -3.485 4.763 0.954
H -0.814 2.175 -7.918
H 5.549 -1.728 3.440
H -0.262 4.124 -0.133
H 7.046 -4.838 0.917
H -0.281 -4.961 1.690
H -5.220 -3.576 -2.394
H -5.855 -3.571 -0.747
H 5.779 2.268 4.891
H -6.181 3.010 3.163
H -2.717 3.482 2.841
H 2.046 0.332 -1.622
H -4.353 4.643 -0.578
H -1.110 2.980 -5.577
H 3.085 -0.321 6.984
H -0.314 0.796 1.930
H -5.593 -0.439 2.479
H 7.251 -3.450 2.973
H 2.614 -1.443 -3.243
H -1.713 2.072 -2.695
H -0.761 3.222 1.316
H -3.488 2.739 4.251
H 2.506 3.735 0.012
H 0.758 2.468 -7.154
H 2.328 -1.259 4.834
H 5.050 -0.498 -0.213
H -3.988 -0.570 3.193
H -4.775 -6.094 0.168
H -4.454 -1.392 -1.562
H -2.795 5.491 -0.504
H -3.659 -7.606 1.719
H 0.559 0.916 3.583
*
```

Here are the Löwdin charges for atoms 1 to 99, given in e: Cs 0.616; As 1.280; As 0.632; S 0.508; S 0.431; S 0.543; Si 0.073; Si 0.103; N 0.000; N 0.056; N 0.006; N -0.085; N -0.006; N -0.119; C -0.115; C 0.003; C -0.133; C -0.128; C -0.057; C -0.800; C -0.117; C -0.398; C -0.126; C -0.089; C -0.924; C -0.873; C -0.101; C -0.200; C -0.135; C -0.146; C -0.239; C -0.099; C -0.133; C -0.104; C -0.098; C -0.065; C -0.104; C -0.257; C -0.233; C -0.323; C -0.125; C -0.114; C -0.445; C -0.294; C -0.263; C -0.410; C -0.124; C -0.253; C -0.247; C -0.252; C -0.245; C -0.076; H 0.031; H 0.101; H 0.019; H 0.023; H 0.072; H -0.018; H 0.041; H 0.071; H 0.095; H 0.083; H -0.002; H 0.056; H 0.090; H 0.015; H 0.067; H 0.101; H 0.023; H -0.006; H 0.071; H 0.012; H 0.069; H 0.100; H 0.006; H 0.084; H -0.014; H -0.001; H 0.065; H 0.085; H 0.027; H 0.086; H 0.098; H 0.068; H 0.079; H 0.094; H 0.012; H 0.003; H 0.084; H 0.017; H 0.079; H 0.093; H -0.058; H 0.013; H 0.081; H 0.034; H 0.002; H 0.010; H 0.018


[2]
A molecular structure, C38H57BrCeN8SSi. Source: the OMol25 dataset; level of theory: ωB97M-V/def2-TZVPD.

* strongest force on any atom: 4.40 eV/Å
* E: -153916.8366 eV

The geometry in ORCA input format:
```
! wB97M-V def2-TZVPD RIJCOSX def2/J DEFGRID3
* xyz 3 2
Ce 1.449 0.352 1.429
Br -1.686 -1.258 -0.963
S 0.818 3.454 2.866
Si -2.503 -1.790 -3.133
N 3.180 -1.366 2.300
N 0.374 -2.107 1.891
N 3.737 1.370 0.004
N 0.285 0.362 3.747
N -0.899 1.128 1.405
N 3.618 4.361 1.955
N 2.003 -1.382 -0.355
N 1.936 2.713 1.795
C 1.621 4.701 5.045
C -3.399 2.276 1.356
C -2.250 -0.019 -3.944
C 0.292 0.472 6.128
C 3.236 4.829 3.213
C -1.093 -4.180 -2.589
C 0.942 0.488 4.911
C 4.053 5.610 4.021
C 3.948 -1.916 1.153
C 1.961 4.415 3.717
C -2.512 2.519 0.329
C 1.338 -3.035 2.580
C 3.092 3.209 1.417
C -1.313 -3.178 -3.754
C -1.637 -4.030 -5.021
C 2.585 -2.451 3.196
C 3.739 5.924 5.322
C 4.487 3.120 -2.088
C 0.045 -2.548 -4.207
C -1.827 0.493 4.947
C -0.840 0.582 -3.530
C -3.345 0.993 -3.506
C -5.373 -2.308 -3.624
C 4.591 1.765 -2.271
C -4.800 -1.272 -1.511
C 2.530 5.435 5.819
C 4.164 3.616 -0.813
C -1.679 1.000 2.521
C 3.081 -2.338 -0.021
C -4.301 -2.311 -2.531
C -3.014 1.526 2.476
C 3.723 2.726 0.194
C -1.288 1.929 0.368
C -4.369 -3.764 -1.997
C -2.164 0.012 -5.513
C -1.105 0.441 6.124
C 4.193 0.934 -1.229
C -1.082 0.583 3.732
H 4.499 -2.799 1.481
H -2.785 3.214 -0.450
H 5.030 5.924 3.634
H -3.378 1.160 -2.407
H 0.676 4.258 5.382
H -3.109 -0.381 -5.991
H 2.188 -0.859 -1.215
H -0.025 -2.638 1.077
H -4.263 -1.316 -0.550
H -0.728 -4.636 -5.326
H -1.969 1.050 -5.897
H 2.665 -3.358 0.097
H -3.701 1.376 3.325
H 4.815 1.335 -3.239
H 4.421 6.565 5.900
H -0.561 2.075 -0.428
H 0.832 0.406 7.058
H -4.384 2.746 1.281
H -4.401 -4.476 -2.843
H 4.539 4.618 1.630
H -0.476 -2.008 2.452
H -3.136 1.996 -3.979
H -5.354 -3.872 -1.457
H -5.456 -1.312 -4.092
H -0.608 -3.778 -1.668
H 4.072 4.702 -0.620
H 4.729 -1.163 0.854
H -0.649 1.504 -4.144
H -2.474 -4.775 -4.943
H -3.546 -4.088 -1.354
H 2.230 5.723 6.823
H 3.306 -3.234 3.409
H 1.083 -1.832 -0.544
H -4.347 0.651 -3.898
H -1.834 -3.361 -5.881
H 3.844 -0.781 2.828
H 2.279 -2.007 4.171
H -0.400 -4.961 -2.954
H -5.117 -3.091 -4.373
H -0.094 -1.832 -5.026
H 1.654 -3.899 1.958
H -5.900 -1.481 -1.333
H 2.048 0.640 4.834
H -2.898 0.504 4.934
H 0.588 -2.027 -3.397
H 4.287 -0.156 -1.387
H 0.883 -3.497 3.494
H -6.354 -2.569 -3.121
H -1.343 -0.661 -5.848
H 3.785 -2.381 -0.850
H 4.683 3.809 -2.898
H -1.580 0.417 7.083
H -0.037 -0.140 -3.746
H -0.767 0.840 -2.464
H -2.009 -4.700 -2.277
H 0.744 -3.314 -4.612
H -4.737 -0.216 -1.852
*
```

Here are the Löwdin charges for atoms 1 to 99, given in e: Ce 1.214; Br 0.556; S 1.057; Si 0.662; N -0.159; N -0.026; N 0.060; N -0.024; N -0.068; N 0.151; N -0.079; N -0.386; C -0.084; C 0.011; C -0.603; C -0.008; C -0.210; C -0.135; C -0.124; C -0.012; C -0.185; C -0.457; C -0.030; C -0.208; C -0.310; C -0.600; C -0.085; C -0.159; C -0.040; C -0.001; C -0.122; C 0.052; C -0.147; C -0.113; C -0.101; C -0.016; C -0.166; C -0.047; C 0.043; C -0.218; C -0.199; C -0.656; C 0.068; C -0.201; C -0.146; C -0.097; C -0.087; C 0.003; C -0.083; C -0.211; H 0.134; H 0.133; H 0.133; H 0.052; H 0.109; H 0.102; H 0.085; H 0.073; H 0.016; H 0.103; H 0.101; H 0.131; H 0.128; H 0.132; H 0.137; H 0.120; H 0.127; H 0.141; H 0.090; H 0.160; H 0.095; H 0.103; H 0.112; H 0.077; H 0.032; H 0.141; H 0.134; H 0.100; H 0.097; H 0.054; H 0.120; H 0.133; H 0.036; H 0.090; H 0.084; H 0.131; H 0.121; H 0.095; H 0.093; H 0.059; H 0.126; H 0.109; H 0.142; H 0.116; H 0.053; H 0.112; H 0.143; H 0.112; H 0.063


[3]
A molecular structure, C38H57CuGeNO3PSeSi3. Source: the OMol25 dataset; level of theory: ωB97M-V/def2-TZVPD.

* energy relative to the best compared isomer or geometry (same formula, charge and spin): 3.944 eV
* strongest force on any atom: 0.98 eV/Å
* E: -247389.7702 eV

The geometry in ORCA input format:
```
! wB97M-V def2-TZVPD RIJCOSX def2/J DEFGRID3
* xyz 0 1
Se -1.815 1.880 0.211
Ge 1.560 -2.869 0.231
Cu 1.161 -0.012 0.377
P 1.398 2.221 -0.178
Si 3.935 -2.322 -0.003
Si 0.949 -4.179 2.180
Si 0.640 -4.011 -1.702
O 1.126 -0.466 2.632
O 3.059 -0.240 -0.185
O 5.069 0.695 -0.534
N -0.496 -1.124 0.515
C 3.871 0.809 -0.356
C 4.538 -1.906 -1.723
C -0.248 3.340 -3.792
C -3.397 3.141 2.697
C -2.458 -1.178 1.874
C -7.131 5.214 0.062
C 1.021 1.330 -4.146
C -3.667 2.567 -2.389
C 1.712 6.254 0.449
C 3.244 2.188 -0.300
C -5.319 3.860 -1.057
C -1.285 -1.328 -0.566
C -4.034 3.372 1.349
C 1.437 -5.699 -1.780
C 4.178 -4.232 -0.064
C -5.209 4.124 1.296
C 1.730 -5.856 1.917
C -4.147 3.103 -1.059
C -2.647 -1.499 -0.474
C 1.203 3.895 0.517
C -0.888 -4.446 2.317
C 0.990 6.446 1.620
C 0.938 2.342 -1.946
C -1.103 -0.969 1.711
C 0.206 2.339 -4.643
C -3.239 -1.471 0.776
C -3.469 2.858 0.158
C 0.486 4.094 1.695
C -1.204 -4.321 -1.739
C 1.630 -3.546 3.800
C -5.866 4.388 0.102
C -0.282 -0.465 2.875
C 1.382 1.331 -2.804
C 0.110 3.341 -2.450
C 0.383 5.366 2.245
C 4.744 -1.980 1.650
C 1.823 4.982 -0.097
C 1.163 -3.021 -3.190
H -0.020 3.253 2.151
H 1.119 -6.176 -2.715
H 2.254 -3.024 -3.292
H 0.900 7.439 2.041
H 3.756 -4.680 -0.971
H 1.438 -6.505 2.752
H -0.902 4.118 -4.171
H -4.313 1.748 -2.727
H 3.622 2.754 -1.148
H -0.283 4.099 -1.783
H -3.700 3.346 -3.157
H 3.759 -4.756 0.805
H -7.064 6.003 -0.693
H 1.109 -6.335 -0.949
H -1.107 -5.021 3.226
H -0.078 2.344 -5.689
H 4.510 -2.799 -2.356
H 2.013 0.535 -2.418
H 5.571 -1.550 -1.664
H -2.898 -1.056 2.858
H 1.430 -4.320 4.550
H -1.250 -5.020 1.454
H -4.307 -1.621 0.887
H -4.058 3.481 3.499
H -0.572 0.578 3.019
H -3.164 2.083 2.839
H 1.374 0.542 -4.803
H 2.530 -5.668 -1.770
H -3.232 -1.636 -1.373
H 3.949 -1.113 -2.192
H -1.456 -3.516 2.354
H -1.655 -4.350 -0.742
H -0.528 -1.021 3.782
H 2.189 7.095 -0.042
H 4.760 -2.897 2.252
H 0.729 -3.455 -4.098
H 4.231 -1.191 2.204
H 2.382 4.842 -1.016
H -0.186 5.514 3.156
H -8.004 4.601 -0.184
H 2.821 -5.806 1.894
H 5.777 -1.652 1.495
H 5.260 -4.440 -0.073
H -7.320 5.688 1.028
H 2.715 -3.408 3.738
H -5.819 4.045 -2.009
H -2.649 2.187 -2.315
H -5.622 4.517 2.224
H -0.781 -1.349 -1.525
H -1.725 -3.557 -2.321
H 1.192 -2.616 4.179
H -1.376 -5.291 -2.220
H 0.843 -1.973 -3.130
H 1.468 -1.362 2.724
H 1.393 -6.324 0.986
H 3.638 2.663 0.599
H -2.444 3.676 2.776
*
```

Here are the Löwdin charges for atoms 1 to 99, given in e: Se 0.728; Ge 0.922; Cu 0.142; P 1.002; Si 0.366; Si 0.345; Si 0.351; O -0.095; O -0.313; O 0.057; N -0.037; C -0.632; C -0.180; C -0.081; C -0.098; C -0.054; C -0.065; C -0.087; C -0.092; C -0.081; C -0.217; C -0.040; C -0.178; C -0.306; C -0.208; C -0.250; C -0.037; C -0.207; C -0.301; C -0.067; C -0.376; C -0.195; C -0.086; C -0.368; C -0.321; C -0.089; C -0.038; C -0.517; C -0.115; C -0.206; C -0.200; C -0.291; C -0.157; C -0.097; C -0.108; C -0.077; C -0.177; C -0.100; C -0.209; H 0.057; H 0.046; H 0.025; H 0.101; H -0.008; H 0.047; H 0.106; H 0.077; H 0.101; H 0.105; H 0.074; H -0.014; H 0.074; H 0.018; H 0.045; H 0.100; H 0.027; H 0.086; H 0.045; H 0.133; H 0.046; H 0.029; H 0.123; H 0.069; H 0.126; H 0.042; H 0.100; H 0.011; H 0.122; H 0.027; H 0.006; H 0.016; H 0.129; H 0.103; H 0.027; H 0.043; H 0.031; H 0.109; H 0.102; H 0.075; H 0.017; H 0.046; H 0.056; H 0.067; H 0.036; H 0.116; H 0.004; H 0.106; H 0.107; H 0.028


[4]
13 unconnected molecules or ions with the total composition C38H58Cl14F18O12. Source: the OMol25 dataset; level of theory: ωB97M-V/def2-TZVPD.

* energy relative to the best compared isomer or geometry (same formula, charge and spin): 0.000 eV
* strongest force on any atom: 1.93 eV/Å
* E: -289150.4877 eV

The geometry in ORCA input format:
```
! wB97M-V def2-TZVPD RIJCOSX def2/J DEFGRID3
* xyz 0 1
Cl -0.301 5.564 -2.454
Cl -1.722 0.760 5.415
Cl -4.131 1.746 -5.300
Cl -4.203 -5.154 2.398
Cl -1.748 -2.269 -3.756
Cl -4.249 -0.085 2.853
Cl 3.948 0.059 -4.652
Cl -2.451 1.030 -1.379
Cl -5.709 1.112 0.171
Cl 1.925 5.085 0.078
Cl -3.515 0.538 8.394
Cl -1.859 -3.007 3.344
Cl 4.369 3.057 -3.426
Cl -4.826 -3.669 -1.112
F 2.342 -0.670 -1.161
F -3.698 -1.353 -8.319
F 3.121 1.148 1.047
F -7.573 5.574 1.963
F 2.219 -3.461 -0.006
F 1.881 -1.700 2.661
F 1.655 -1.657 4.825
F -7.643 3.529 2.641
F 1.525 0.192 3.693
F 0.744 -4.665 -1.049
F -2.332 -2.847 -9.074
F -7.829 3.975 0.528
F 4.056 2.967 0.346
F 5.254 1.392 1.218
F 2.243 -5.617 0.183
F 1.146 -1.910 -2.459
F -2.888 -2.829 -6.974
F 0.747 0.219 -2.355
O 4.167 -4.914 -1.661
O 4.037 0.015 4.809
O 2.777 2.816 3.172
O 4.403 -1.497 3.183
O -0.660 -2.023 -0.474
O -5.189 4.661 0.436
O -1.133 -0.240 -8.556
O 0.228 -0.147 0.393
O -5.074 3.744 2.490
O -0.824 -1.367 -6.644
O 2.421 -4.463 -2.999
O 5.029 2.930 3.233
C -0.821 1.363 1.906
C 3.860 2.652 2.693
C -5.469 -0.988 1.911
C -7.214 4.312 1.655
C 4.004 -3.390 -4.508
C 4.281 1.608 -2.393
C 2.150 -0.986 3.755
C 6.508 -1.824 4.414
C -2.579 -5.105 1.713
C 5.086 3.289 4.623
C 5.813 -1.265 3.194
C -3.551 0.951 -2.801
C 2.014 -4.612 -0.669
C 0.100 -1.101 -0.496
C -2.029 -0.294 7.901
C -3.299 -3.007 -1.757
C -5.405 -0.623 0.454
C 3.182 -4.608 -4.206
C -3.226 -3.154 -3.266
C -2.612 -2.054 -8.028
C 5.811 4.617 4.750
C -1.421 -1.100 -7.779
C 4.704 0.342 -3.081
C 0.286 -0.527 -6.295
C -5.684 4.259 1.445
C -0.089 0.776 -5.653
C -2.981 1.772 -3.932
C 0.986 3.852 -0.809
C 4.067 2.039 1.296
C -1.971 -3.720 1.708
C 1.098 -0.860 -1.652
C -2.780 4.613 2.181
C -3.676 3.422 2.409
C -0.731 -0.083 1.449
C -2.044 -0.679 6.453
C 3.008 -4.697 -1.841
C 3.660 -0.761 3.984
C -0.393 4.320 -1.173
H 0.953 2.975 -0.160
H 4.088 3.425 5.028
H 1.579 3.561 -1.674
H -0.895 4.730 -0.302
H -5.251 -2.053 1.996
H -0.586 0.648 -4.690
H -3.508 2.613 1.698
H -1.692 1.491 2.540
H -1.181 -1.317 6.261
H -2.468 -3.506 -1.266
H 7.586 -1.740 4.290
H -6.151 -1.186 -0.100
H 4.423 -0.490 -2.432
H -1.941 -5.801 2.253
H 6.263 -2.881 4.538
H -4.508 1.339 -2.470
H -3.428 3.043 3.400
H 3.384 -2.521 -4.715
H 5.654 2.519 5.135
H 4.566 -3.557 -5.434
H 6.862 4.572 4.467
H -2.971 5.173 1.270
H -2.060 1.346 -4.319
H -0.960 1.993 1.017
H -2.586 -3.029 1.137
H 0.864 -1.138 -5.601
H 5.781 0.261 -3.205
H 4.789 -3.186 -3.781
H -3.115 -4.166 -3.639
H -2.602 -5.433 0.671
H -1.181 0.356 8.101
H 0.839 1.328 -5.480
H 4.910 1.762 -1.520
H -1.886 -1.181 8.519
H 5.830 4.906 5.808
H -0.435 -0.712 2.289
H -2.952 -1.140 6.085
H 6.198 -1.305 5.318
H -6.421 -0.748 2.373
H -0.980 -3.757 1.263
H 6.182 -1.742 2.289
H 6.008 -0.195 3.088
H -3.236 -1.949 -1.511
H 5.283 5.417 4.234
H -0.937 3.486 -1.607
H 3.785 -5.517 -4.198
H -4.103 -2.697 -3.721
H -0.703 1.434 -6.270
H -4.407 -0.775 0.049
H 2.423 -4.744 -4.975
H 3.247 1.538 -2.066
H -1.746 -0.415 1.216
H -2.850 5.298 3.028
H 0.123 1.698 2.335
H -3.573 -0.095 -3.093
H -1.737 4.283 2.153
H -2.819 2.815 -3.673
H 0.925 -0.354 -7.162
*
```

Here are the Löwdin charges for atoms 1 to 99, given in e: Cl 0.553; Cl 0.546; Cl 0.579; Cl 0.558; Cl 0.668; Cl 0.590; Cl 0.600; Cl 0.649; Cl 0.631; Cl 0.578; Cl 0.554; Cl 0.572; Cl 0.565; Cl 0.601; F 0.144; F 0.178; F 0.175; F 0.156; F 0.162; F 0.168; F 0.147; F 0.169; F 0.159; F 0.173; F 0.164; F 0.166; F 0.135; F 0.144; F 0.171; F 0.150; F 0.150; F 0.152; O 0.176; O 0.172; O 0.161; O 0.047; O 0.123; O 0.159; O 0.175; O 0.037; O 0.032; O 0.000; O 0.027; O 0.034; C -0.066; C -0.406; C -0.608; C -0.557; C -0.082; C -0.670; C -0.518; C -0.055; C -0.672; C -0.187; C -0.200; C -0.610; C -0.543; C -0.427; C -0.683; C -0.675; C -0.657; C -0.191; C -0.596; C -0.546; C -0.062; C -0.411; C -0.651; C -0.201; C -0.443; C -0.057; C -0.647; C -0.662; C -0.545; C -0.655; C -0.541; C -0.057; C -0.224; C -0.231; C -0.634; C -0.405; C -0.400; C -0.652; H 0.055; H 0.124; H 0.054; H 0.055; H 0.057; H 0.038; H 0.078; H 0.023; H 0.060; H 0.048; H 0.084; H 0.061; H 0.062; H 0.073; H 0.087; H 0.045; H 0.113